1.
Here is 8 unconnected molecules or ions with the total composition C28H56O12 in a non-equilibrium geometry from OMol25. Energies are from ωB97M-V with the def2-TZVPD basis set.

```
96
Properties=species:S:1:pos:R:3:mulliken_charge:R:1
C -0.64 -0.69 1.27 -0.390
C -0.09 0.69 0.90 -1.409
O -0.26 1.03 -0.44 0.441
C 0.19 2.26 -0.97 0.702
C -0.32 2.27 -2.39 -0.611
O 0.77 3.07 -0.43 -0.535
H -0.46 -0.85 2.39 0.243
H -0.43 -1.49 0.70 0.095
H -1.74 -0.61 1.25 -0.257
H -0.64 1.65 1.44 0.182
H 0.76 1.03 1.06 1.385
H 0.45 1.82 -3.05 -0.318
H -0.53 3.34 -2.60 0.379
H -1.16 1.81 -2.36 0.201
C 4.38 0.79 -1.97 -1.039
C 3.71 0.86 -0.52 0.686
O 4.80 1.05 0.38 -0.385
C 4.66 0.90 1.76 0.662
C 5.98 0.91 2.51 -1.318
O 3.70 0.44 2.25 -0.434
H 3.63 0.44 -2.66 0.029
H 5.20 -0.03 -2.12 0.368
H 4.71 1.77 -2.25 0.326
H 2.93 1.76 -0.47 -0.237
H 3.35 -0.17 -0.23 0.194
H 6.53 -0.05 2.38 0.305
H 6.10 0.93 3.59 0.382
H 6.71 1.56 2.17 0.414
C -5.08 0.74 6.62 -1.352
C -4.49 1.16 5.29 -0.315
O -4.80 0.11 4.33 -0.322
C -4.30 0.16 3.12 0.874
C -4.81 -0.99 2.31 -0.874
O -3.50 0.96 2.65 -0.578
H -4.57 -0.13 6.78 0.367
H -6.04 0.53 6.73 0.467
H -4.94 1.57 7.40 0.306
H -4.75 2.03 4.89 0.475
H -3.34 1.33 5.49 0.248
H -4.34 -1.17 1.32 -0.251
H -5.88 -0.91 2.24 0.440
H -4.62 -1.92 2.53 0.526
C 4.02 4.44 -1.91 -0.934
C 3.25 4.54 -3.19 -0.017
O 3.64 3.57 -4.21 -0.374
C 2.80 2.88 -4.96 1.061
C 3.56 1.90 -5.78 -1.529
O 1.59 3.04 -4.87 -0.637
H 5.05 4.47 -2.01 0.445
H 3.77 3.65 -1.49 -0.234
H 3.81 5.26 -1.33 0.502
H 2.19 4.33 -2.90 0.105
H 3.44 5.42 -3.67 0.426
H 4.12 1.17 -5.36 0.368
H 4.47 2.46 -5.95 0.388
H 3.00 1.52 -6.49 0.470
C -4.38 -4.86 0.59 -1.088
C -3.21 -4.52 1.37 0.794
C -1.95 -4.12 0.63 -0.260
O -3.34 -4.47 2.69 -0.637
H -5.18 -5.17 1.01 0.478
H -3.95 -5.60 -0.23 0.295
H -4.67 -3.83 0.23 0.144
H -1.13 -3.74 1.27 -0.258
H -2.17 -3.25 -0.10 0.136
H -1.55 -4.99 0.06 0.475
C -4.46 3.17 -1.11 -0.869
C -4.62 1.81 -1.50 0.590
C -3.69 0.62 -0.97 -0.277
O -5.45 1.52 -2.45 -0.642
H -5.19 3.90 -1.51 0.347
H -3.44 3.54 -1.57 0.092
H -4.23 3.17 -0.04 0.269
H -3.13 0.55 -1.93 0.191
H -4.12 -0.41 -0.83 0.272
H -3.06 0.86 -0.10 -0.045
C 0.80 -1.29 -2.96 -0.905
C 0.11 -2.61 -3.44 0.678
C 0.22 -2.91 -4.87 -1.228
O -0.27 -3.47 -2.47 -0.558
H 1.71 -1.43 -3.22 0.737
H 0.63 -1.16 -1.87 0.021
H 0.16 -0.28 -3.18 0.132
H 0.16 -3.98 -5.02 0.346
H 1.18 -2.61 -5.28 0.316
H -0.40 -2.40 -5.61 0.331
C 3.15 -3.12 4.28 -1.126
C 1.95 -2.70 3.61 1.114
C 1.70 -3.09 2.22 -0.817
O 0.94 -2.24 4.32 -0.607
H 3.42 -4.10 3.97 0.375
H 3.04 -3.26 5.41 0.304
H 4.05 -2.43 4.10 0.189
H 2.07 -4.06 1.97 0.457
H 2.15 -2.62 1.43 0.292
H 0.64 -3.02 1.93 -0.173
```

Results
- SMILES: CCOC(C)=O.CCOC(C)=O.CCOC(C)=O.CCOC(C)=O.CC(C)=O.CC(C)=O.CC(C)=O.CC(C)=O
- Energy above the lowest of the compared OMol25 structures with the same formula, charge and spin: 266.5 kcal/mol
- Maximum force: 10.01 eV/A
- E_HOMO: -9.290 eV
- Frontier orbital gap: 9.60 eV
- LUMO level: 0.3 eV
- Net charge: 0

***

2.
Here is 3 unconnected molecules or ions with the total composition H6O3 from OMol25. Energies are from ωB97M-V with the def2-TZVPD basis set.

```
9
Properties=species:S:1:pos:R:3:mulliken_charge:R:1
O -3.29 -13.41 -6.01 -0.693
H -3.97 -12.75 -5.82 0.318
H -2.47 -12.90 -6.09 0.320
O -4.80 -12.83 -9.16 -0.618
H -5.68 -13.22 -9.08 0.318
H -4.82 -12.07 -8.57 0.297
O -2.90 -15.62 -4.31 -0.646
H -3.17 -14.82 -4.81 0.388
H -3.71 -16.11 -4.15 0.315
```

Results
- SMILES: O.O.O
- Energy above the lowest of the compared OMol25 structures with the same formula, charge and spin: 12.3 kcal/mol
- Maximum force: 0.66 eV/A
- E_HOMO: -10.743 eV
- Frontier orbital gap: 11.07 eV
- LUMO level: 0.3 eV
- Net charge: 0

***

Question: maximum force of number 2 (H6O3)?
Answer: 0.66 eV/A

***

Question: What is the formula in the second record?
Answer: H6O3